1.
{
  "formula": "C53H41N10NdPSeSi",
  "method": "wB97M-V/def2-TZVPD",
  "multiplicity": 4,
  "e_tot_ev": -168313.99832,
  "total_charge": 1,
  "orbital_gap_ev": [6.507, 6.491],
  "species": ["Nd", "C", "C", "N", "C", "C", "N", "C", "C", "C", "C", "C", "N", "C", "C", "N", "C", "C", "N", "C", "C", "C", "N", "C", "C", "H", "H", "H", "H", "H", "H", "H", "H", "H", "H", "H", "H", "C", "C", "C", "C", "C", "C", "P", "C", "C", "C", "C", "C", "C", "C", "C", "C", "C", "C", "C", "H", "H", "H", "H", "H", "H", "H", "H", "H", "H", "H", "H", "H", "H", "Se", "N", "C", "C", "C", "C", "C", "N", "C", "C", "N", "C", "C", "C", "C", "C", "N", "H", "H", "H", "H", "H", "H", "C", "Si", "C", "C", "C", "C", "H", "H", "H", "H", "H", "H", "H", "H", "H"],
  "positions_angstrom": [[-1.0902, 1.0136, -0.0826], [1.2919, 2.1825, -4.2314], [0.6506, 2.1621, -3.0070], [0.6254, 1.0686, -2.2457], [1.2179, -0.0337, -2.7118], [1.8337, -0.0025, -3.9676], [1.8811, 1.0915, -4.7093], [1.2061, -1.2391, -1.8607], [1.9678, -2.3400, -2.2007], [1.9498, -3.4806, -1.3852], [1.1728, -3.4294, -0.2449], [0.4270, -2.2796, 0.0534], [0.4431, -1.1978, -0.7577], [-0.4081, -2.2102, 1.2329], [-0.4577, -3.2384, 2.1927], [-1.2713, -3.2262, 3.2247], [-2.0909, -2.1529, 3.3461], [-2.0299, -1.1076, 2.4632], [-1.1993, -1.1023, 1.3999], [2.7253, -4.6911, -1.7328], [3.8772, -4.6164, -2.5133], [4.5618, -5.7819, -2.8230], [4.1826, -6.9858, -2.4125], [3.0874, -7.0603, -1.6650], [2.3300, -5.9572, -1.3036], [1.3438, 3.0744, -4.8429], [0.1576, 3.0454, -2.6186], [2.2983, -0.8742, -4.4065], [2.5677, -2.3342, -3.0971], [1.1619, -4.2778, 0.4186], [0.1905, -4.1032, 2.1313], [-2.7865, -2.1524, 4.1758], [-2.6645, -0.2420, 2.5898], [4.2623, -3.6656, -2.8565], [5.4590, -5.7478, -3.4313], [2.7952, -8.0541, -1.3441], [1.4333, -6.1000, -0.7168], [6.0188, -0.2625, -0.4235], [5.6291, -0.4767, 0.8901], [4.3776, -0.0701, 1.3285], [3.5083, 0.5682, 0.4489], [3.9052, 0.7777, -0.8753], [5.1537, 0.3673, -1.3087], [1.8015, 1.0064, 0.9069], [1.9247, 1.1527, 2.7349], [2.4652, 2.2548, 3.3964], [2.4474, 2.3125, 4.7812], [1.9042, 1.2675, 5.5179], [1.3876, 0.1558, 4.8682], [1.3836, 0.1064, 3.4819], [1.6085, 2.7545, 0.3633], [2.6556, 3.6643, 0.2430], [2.3776, 4.9886, -0.0602], [1.0624, 5.3981, -0.2389], [0.0267, 4.4821, -0.1417], [0.2876, 3.1424, 0.1168], [6.9963, -0.5836, -0.7581], [6.3058, -0.9623, 1.5809], [4.0833, -0.2444, 2.3555], [3.2337, 1.2863, -1.5579], [5.4474, 0.5385, -2.3366], [2.8945, 3.0692, 2.8283], [2.8554, 3.1782, 5.2880], [1.8861, 1.3195, 6.5987], [0.9878, -0.6708, 5.4408], [0.9547, -0.7500, 2.9709], [3.6747, 3.3311, 0.3925], [3.1848, 5.7053, -0.1381], [0.8414, 6.4337, -0.4590], [-0.9909, 4.8320, -0.2944], [-7.0349, 2.9737, 5.6965], [-5.2976, 3.2465, 5.6195], [-4.8807, 2.7882, 4.4655], [-3.5007, 2.8264, 4.0320], [-2.4921, 3.3909, 4.8163], [-1.2058, 3.4043, 4.3331], [-0.9612, 2.8471, 3.0832], [-1.8973, 2.2836, 2.3293], [-3.1653, 2.2845, 2.7829], [-4.2002, 1.7162, 1.9118], [-3.8127, 1.2233, 0.7219], [-4.7386, 0.7506, -0.1035], [-6.0966, 0.7293, 0.2042], [-6.5046, 1.1980, 1.4299], [-5.5431, 1.7019, 2.3112], [-5.8926, 2.2212, 3.6161], [-7.1082, 2.2278, 4.1038], [-2.7505, 3.8131, 5.7783], [-0.3964, 3.8380, 4.9030], [0.0399, 2.8645, 2.6785], [-4.3733, 0.3641, -1.0484], [-6.8044, 0.3399, -0.5133], [-7.5420, 1.1858, 1.7359], [-0.9218, -2.0240, -5.2805], [-2.6246, -1.4861, -4.6604], [-3.4190, -0.3650, -5.9465], [-3.6567, -3.0217, -4.3107], [-2.3669, -0.5628, -3.0774], [-2.1794, 0.0419, -2.0289], [-1.0116, -2.7314, -6.1076], [-0.3534, -2.5087, -4.4827], [-0.3487, -1.1658, -5.6370], [-3.4942, -0.8723, -6.9102], [-2.8211, 0.5371, -6.0896], [-4.4232, -0.0564, -5.6505], [-3.8101, -3.6094, -5.2179], [-4.6382, -2.7629, -3.9093], [-3.1550, -3.6583, -3.5796]]
}



2.
{
  "formula": "C53H43N5OP2ReS3",
  "method": "wB97M-V/def2-TZVPD",
  "multiplicity": 4,
  "e_tot_ev": -118359.88610,
  "total_charge": 2,
  "orbital_gap_ev": [6.833, 5.342],
  "species": ["Re", "N", "C", "S", "N", "N", "C", "C", "C", "C", "C", "C", "N", "H", "H", "H", "H", "H", "H", "H", "C", "C", "C", "C", "C", "C", "C", "C", "P", "C", "C", "C", "C", "C", "C", "C", "C", "C", "C", "C", "C", "C", "O", "C", "C", "C", "C", "C", "C", "P", "C", "C", "C", "C", "C", "C", "C", "C", "C", "C", "C", "C", "H", "H", "H", "H", "H", "H", "H", "H", "H", "H", "H", "H", "H", "H", "H", "H", "H", "H", "H", "H", "H", "H", "H", "H", "H", "H", "H", "H", "H", "H", "H", "H", "S", "C", "N", "C", "C", "C", "C", "C", "C", "S", "H", "H", "H", "H"],
  "positions_angstrom": [[-0.3560, -0.6916, 1.1970], [2.5412, 0.5035, 4.8383], [1.3266, 0.0399, 4.5096], [0.5718, -1.1675, 5.4097], [0.8242, 0.6672, 3.4069], [-0.3774, 0.2088, 3.0209], [-1.3744, 0.0291, 3.8284], [-2.4985, -0.7039, 3.2800], [-3.6237, -1.0409, 4.0144], [-4.5745, -1.8679, 3.4340], [-4.3874, -2.3040, 2.1317], [-3.2613, -1.8965, 1.4401], [-2.3300, -1.1256, 2.0038], [3.0256, 0.1143, 5.6269], [3.0058, 1.1597, 4.2289], [-1.3750, 0.4484, 4.8237], [-3.7250, -0.6869, 5.0305], [-5.4469, -2.1720, 3.9960], [-5.1072, -2.9445, 1.6430], [-3.0934, -2.1864, 0.4110], [2.0109, 2.4293, -5.1326], [1.2780, 1.5222, -4.1475], [0.3992, 0.5326, -4.9365], [2.2432, 0.7339, -3.2739], [3.5619, 0.4668, -3.6113], [4.3925, -0.2530, -2.7612], [3.9219, -0.6877, -1.5392], [2.5989, -0.4394, -1.1645], [2.1334, -0.7793, 0.5581], [2.7883, -2.4420, 0.8522], [3.2377, -2.8146, 2.1193], [3.7000, -4.1006, 2.3424], [3.6951, -5.0304, 1.3113], [3.2284, -4.6728, 0.0553], [2.7799, -3.3809, -0.1789], [3.2178, 0.4209, 1.3751], [2.8024, 1.7517, 1.3205], [3.6167, 2.7575, 1.8049], [4.8610, 2.4407, 2.3464], [5.2802, 1.1213, 2.3915], [4.4621, 0.1078, 1.9029], [1.7877, 0.2451, -2.0526], [0.4830, 0.4784, -1.6611], [-0.0232, 1.7071, -2.0199], [-0.9567, 2.2696, -1.1636], [-1.4696, 3.5294, -1.4741], [-1.0461, 4.1828, -2.6162], [-0.1396, 3.5721, -3.4760], [0.3789, 2.3126, -3.2055], [-1.6558, 1.3371, 0.2196], [-3.2592, 0.7836, -0.4371], [-4.3547, 0.5491, 0.3946], [-5.5644, 0.1355, -0.1393], [-5.6909, -0.0678, -1.5064], [-4.6044, 0.1531, -2.3400], [-3.3992, 0.5864, -1.8114], [-1.9853, 2.6120, 1.4644], [-0.8967, 3.0651, 2.2116], [-1.0473, 4.1188, 3.0966], [-2.2827, 4.7355, 3.2387], [-3.3616, 4.3089, 2.4793], [-3.2157, 3.2561, 1.5876], [2.6228, 1.8416, -5.8148], [2.6497, 3.1504, -4.6220], [1.3015, 2.9709, -5.7569], [1.0174, -0.0698, -5.6028], [-0.3357, 1.0727, -5.5348], [-0.1303, -0.1437, -4.2654], [3.9621, 0.8317, -4.5462], [5.4168, -0.4472, -3.0465], [4.5883, -1.2014, -0.8582], [3.2068, -2.1116, 2.9448], [4.0546, -4.3781, 3.3257], [4.0566, -6.0345, 1.4884], [3.2221, -5.3954, -0.7498], [2.4344, -3.1103, -1.1688], [1.8309, 2.0052, 0.9058], [3.2884, 3.7872, 1.7609], [5.5030, 3.2262, 2.7214], [6.2480, 0.8712, 2.8051], [4.8140, -0.9145, 1.9355], [-2.1891, 4.0000, -0.8174], [-1.4316, 5.1648, -2.8509], [0.1572, 4.0928, -4.3752], [-4.2746, 0.6986, 1.4650], [-6.4116, -0.0216, 0.5150], [-6.6371, -0.3862, -1.9220], [-4.7003, 0.0081, -3.4074], [-2.5755, 0.7951, -2.4821], [0.0748, 2.5963, 2.1205], [-0.1993, 4.4557, 3.6775], [-2.4018, 5.5553, 3.9341], [-4.3198, 4.8018, 2.5697], [-4.0625, 2.9591, 0.9836], [0.0004, -2.7958, 2.3908], [-0.3691, -3.3388, 0.7985], [-0.5476, -2.3608, -0.0881], [-0.8829, -2.8538, -1.3506], [-1.1575, -2.1163, -2.4961], [-1.4629, -2.8031, -3.6557], [-1.4960, -4.1993, -3.6845], [-1.2334, -4.9407, -2.5491], [-0.9322, -4.2533, -1.3794], [-0.5713, -4.9239, 0.1902], [-1.1214, -1.0407, -2.4652], [-1.6800, -2.2512, -4.5608], [-1.7333, -4.7092, -4.6079], [-1.2639, -6.0211, -2.5723]]
}



3.
{
  "formula": "C53H44AsO3ReS2",
  "method": "wB97M-V/def2-TZVPD",
  "multiplicity": 2,
  "e_tot_ev": -146426.13083,
  "total_charge": 3,
  "orbital_gap_ev": [5.284, 5.286],
  "species": ["Re", "C", "C", "C", "C", "C", "C", "C", "S", "O", "C", "C", "C", "C", "C", "C", "C", "C", "C", "C", "C", "C", "C", "C", "C", "C", "C", "C", "C", "C", "S", "O", "C", "C", "C", "C", "C", "C", "C", "H", "H", "H", "H", "H", "H", "H", "H", "H", "H", "H", "H", "H", "H", "H", "H", "H", "H", "H", "H", "H", "H", "H", "H", "H", "H", "C", "H", "H", "H", "O", "As", "C", "C", "C", "C", "C", "C", "C", "C", "C", "C", "C", "C", "C", "C", "C", "C", "C", "C", "H", "H", "H", "H", "H", "H", "H", "H", "H", "H", "H", "H", "H", "H", "H"],
  "positions_angstrom": [[-1.1570, -0.3745, -0.4455], [7.5422, -0.7573, -1.4189], [6.1103, -0.6549, -1.0405], [5.4210, 0.5502, -1.1989], [4.0800, 0.6592, -0.8871], [3.4239, -0.4455, -0.3707], [4.0798, -1.6639, -0.2204], [5.4133, -1.7663, -0.5577], [1.6918, -0.5443, 0.0306], [0.9402, 0.1535, -1.0718], [1.3118, 0.5846, 1.4624], [0.9497, -0.1277, 2.5710], [-0.0989, 0.3941, 3.4593], [0.0170, 1.8717, 3.6424], [-0.5058, 2.5127, 4.7482], [-0.4479, 3.8975, 4.8488], [0.0827, 4.6592, 3.8068], [0.5735, 4.0449, 2.6806], [0.5773, 2.6347, 2.5770], [1.0623, 1.9740, 1.4103], [1.3502, 2.7973, 0.2296], [2.5490, 3.5646, 0.1582], [3.5849, 3.4322, 1.1090], [4.7298, 4.1750, 0.9888], [4.8861, 5.0893, -0.0636], [3.8916, 5.2516, -0.9907], [2.7049, 4.4928, -0.9084], [1.6822, 4.6262, -1.8681], [0.5552, 3.8502, -1.8049], [0.3973, 2.9388, -0.7561], [-1.1744, 2.0363, -0.5383], [-1.8807, 2.7109, 0.5450], [-1.9387, 2.3127, -2.1235], [-1.5426, 1.4107, -3.1039], [-2.0161, 1.5604, -4.3889], [-2.9000, 2.5987, -4.6989], [-3.3842, 2.7614, -6.0922], [-3.3133, 3.4677, -3.6842], [-2.8407, 3.3278, -2.3919], [8.0373, 0.2067, -1.3486], [7.6229, -1.0865, -2.4559], [8.0710, -1.4857, -0.8099], [5.9488, 1.4120, -1.5786], [3.5554, 1.5864, -1.0453], [3.5358, -2.5194, 0.1549], [5.9197, -2.7140, -0.4476], [1.3200, -1.1332, 2.7094], [-0.1572, -0.1447, 4.4058], [-0.9353, 1.9362, 5.5545], [-0.8003, 4.3741, 5.7522], [0.1038, 5.7345, 3.8829], [0.9808, 4.6468, 1.8836], [3.4776, 2.7290, 1.9247], [5.5196, 4.0653, 1.7149], [5.7950, 5.6635, -0.1417], [3.9893, 5.9502, -1.8066], [1.8021, 5.3536, -2.6571], [-0.2355, 3.9658, -2.5294], [-0.8565, 0.5989, -2.8647], [-1.7043, 0.8808, -5.1663], [-2.9109, 3.6312, -6.5529], [-4.4587, 2.9317, -6.1216], [-3.1441, 1.8866, -6.6896], [-4.0073, 4.2628, -3.9085], [-3.1589, 3.9760, -1.5926], [-3.3001, -0.2819, -0.6437], [-3.7288, 0.4393, 0.0561], [-3.7952, -1.2438, -0.4686], [-3.5672, 0.0380, -1.6550], [-1.1661, -2.4695, -0.6261], [-2.0566, -3.4225, 0.4694], [-3.4423, -4.3620, -0.5389], [-3.9372, -5.5631, -0.0399], [-4.7900, -6.3169, -0.8314], [-5.1376, -5.8715, -2.0984], [-4.6453, -4.6683, -2.5791], [-3.7891, -3.9041, -1.8028], [-0.7243, -4.7480, 1.0255], [-0.2537, -4.9375, 2.3177], [0.7971, -5.8240, 2.5195], [1.3671, -6.4905, 1.4467], [0.8791, -6.3091, 0.1605], [-0.1768, -5.4397, -0.0514], [-2.4826, -2.0355, 1.7821], [-1.4194, -1.0252, 1.6869], [-1.4939, 0.1612, 2.6519], [-2.6578, 0.1110, 3.5785], [-3.5961, -0.8461, 3.5447], [-3.5243, -1.9541, 2.6253], [-3.6488, -5.9020, 0.9507], [-5.1599, -7.2634, -0.4705], [-5.7796, -6.4784, -2.7186], [-4.9022, -4.3319, -3.5717], [-3.3716, -2.9767, -2.1769], [-0.7128, -4.4280, 3.1579], [1.1725, -6.0073, 3.5152], [2.1888, -7.1685, 1.6134], [1.3151, -6.8482, -0.6672], [-0.5893, -5.2783, -1.0456], [-0.4760, -1.5837, 1.7732], [-1.6294, 1.0833, 2.0601], [-2.7497, 0.9433, 4.2576], [-4.4421, -0.7948, 4.2118], [-4.2888, -2.7176, 2.6674]]
}